Computed, not measured: a molecular structure, C2H12Si4 at a distorted geometry, with ωB97M-V/def2-TZVPD.

Summary:
E_LUMO: -0.72 eV
Net charge: 0
Highest occupied orbital energy: -9.19 eV
Energy relative to the best compared isomer or geometry (same formula, charge and spin): 288.39 kJ/mol
Frontier orbital gap: 8.5 eV

Element x y z (Å)
1 C -0.81548 0.55337 0.12701
2 C 0.43012 -0.44483 0.02728
3 Si -0.63161 2.10464 1.29710
4 Si -2.33882 0.49904 -1.04414
5 Si 0.51553 -2.16729 -0.81801
6 Si 2.21338 -0.24905 0.61325
7 H -0.91690 1.90974 2.71343
8 H -1.73975 3.07161 0.73797
9 H 0.83018 2.54824 1.21103
10 H -3.43284 1.16485 -0.53044
11 H -2.47043 -0.87337 -1.36667
12 H -1.83662 1.13955 -2.24090
13 H 1.09347 -2.31304 -2.15416
14 H 1.56786 -3.13324 -0.23492
15 H -0.54904 -3.00787 -0.57814
16 H 2.56363 -0.97838 1.76393
17 H 2.69154 1.06004 1.07779
18 H 2.82579 -0.88401 -0.60140

---

Computed, not measured: 3 unconnected molecules or ions with the total composition C2H13N2O2 at a distorted geometry, with ωB97M-V/def2-TZVPD.

Summary:
Spin multiplicity: 2
E_LUMO (alpha / beta): 0.79 / 0.65 eV
Net charge: 0
Highest occupied orbital energy (alpha / beta): -2.59 / -10.04 eV
Expectation value of S²: 0.75
Energy relative to the best compared isomer or geometry (same formula, charge and spin): 46.09 kJ/mol
Frontier orbital gap (alpha / beta): 3.4 / 10.7 eV

Element x y z (Å)
1 C -0.65431 -0.86991 -1.89437
2 N -1.91257 -0.12606 -1.89391
3 C 0.39799 -0.15913 -1.09635
4 N -0.10445 0.37204 0.20895
5 H -0.82000 -1.88495 -1.52322
6 H -0.27445 -0.95138 -2.91388
7 H -2.69494 -0.51114 -1.39286
8 H -2.18981 0.10803 -2.82868
9 H 1.33645 -0.68341 -0.90382
10 H 0.74063 0.72811 -1.64209
11 H 0.53601 1.13935 0.56723
12 H -0.19126 -0.38252 0.90673
13 H -0.99090 0.81878 -0.05484
14 H -0.79448 -1.32235 4.32923
15 H 0.51281 -1.52317 3.63993
16 O -0.08337 -0.82384 3.94248
17 H 2.36540 2.41845 1.56230
18 H 2.72238 1.82007 0.12344
19 O 2.09886 1.83304 0.86374

---

Computed, not measured: 3 unconnected molecules or ions with the total composition C2H13N2O2 at a distorted geometry, with ωB97M-V/def2-TZVPD.

Summary:
E_LUMO: -3.01 eV
Net charge: +1
Highest occupied orbital energy: -14.31 eV
Energy relative to the best compared isomer or geometry (same formula, charge and spin): 150.30 kJ/mol
Frontier orbital gap: 11.3 eV

Element x y z (Å)
1 N -0.02139 0.22538 -1.04192
2 C 0.23412 -1.19349 -0.66922
3 C 1.81223 -1.19225 -0.35990
4 N 1.91847 -0.27615 0.89890
5 H 0.25157 0.51704 -1.98282
6 H -1.01029 0.67481 -0.73802
7 H 0.59502 0.68604 -0.32792
8 H -0.22165 -1.46070 0.40955
9 H -0.02123 -1.94341 -1.42421
10 H 2.13194 -2.26776 -0.13389
11 H 2.46619 -0.88507 -1.24911
12 H 1.47726 -0.85899 1.64220
13 H 2.93406 -0.17771 1.30053
14 H -3.47074 -0.44504 0.24485
15 H -2.79935 0.71079 0.87389
16 O -2.55419 -0.24473 0.62467
17 H -0.82873 2.45938 1.32030
18 H -1.46789 3.25494 0.04164
19 O -1.42541 2.41693 0.57049

---

Computed, not measured: 3 unconnected molecules or ions with the total composition C2H13N2O2 at a distorted geometry, with ωB97M-V/def2-TZVPD.

Summary:
Spin multiplicity: 2
E_LUMO (alpha / beta): -7.27 / -13.22 eV
Net charge: +2
Highest occupied orbital energy (alpha / beta): -19.07 / -19.07 eV
Expectation value of S²: 0.75
Energy relative to the best compared isomer or geometry (same formula, charge and spin): 49.78 kJ/mol
Frontier orbital gap (alpha / beta): 11.8 / 5.8 eV

Element x y z (Å)
1 N -0.00864 -0.41710 0.40395
2 C 0.88494 0.51645 -0.42424
3 C 0.46071 2.03421 -0.33540
4 N 0.24113 2.45686 1.01081
5 H -0.90802 -0.58862 -0.08000
6 H 0.44667 -1.38150 0.54164
7 H -0.29284 0.05948 1.24873
8 H 1.88988 0.20348 -0.19072
9 H 0.60397 0.28193 -1.44588
10 H 1.20245 2.62630 -0.89253
11 H -0.50196 2.09733 -0.83965
12 H 1.06484 2.70046 1.58600
13 H -0.51249 3.12074 1.25245
14 H 1.84937 -2.77025 0.68395
15 H 0.94895 -3.57104 -0.32318
16 O 0.93978 -2.91494 0.38493
17 H -2.40007 -2.18817 -0.76769
18 H -3.31678 -1.00907 -1.19871
19 O -2.59190 -1.25655 -0.61444